# 1
Formula: C5H8N2
Source: the OMol25 dataset
Level of theory: ωB97M-V/def2-TZVPD

```
! wB97M-V def2-TZVPD RIJCOSX def2/J DEFGRID3
* xyz 0 1
C 2.38 -0.14 0.31
C 1.06 0.05 -0.67
C 0.65 1.12 0.13
N -0.56 1.04 0.65
N -1.07 -0.03 0.01
C -2.50 -0.26 -0.02
C -0.18 -0.65 -0.80
H 3.28 0.25 -0.16
H 2.42 -1.20 0.49
H 2.41 0.30 1.34
H 1.29 1.97 0.26
H -2.89 0.16 -0.94
H -2.99 0.22 0.83
H -2.68 -1.33 0.00
H -0.60 -1.44 -1.42
*
```

## Properties
**Highest occupied orbital energy**: -8.37 eV
**Energy relative to the best compared isomer or geometry (same formula, charge and spin)**: 3.5025 eV
**Gap between HOMO and LUMO**: 9.32 eV
**Total energy**: -8291.494 eV

These are the natural (NBO) partial charges, in e, on atoms 1 to 6: number 1, C, carries -0.590; number 2, C, carries -0.238; number 3, C, carries 0.009; number 4, N, carries -0.306; number 5, N, carries -0.158; number 6, C, carries -0.409

---

# 2
Formula: C11H12N2O2
Source: the OMol25 dataset
Level of theory: ωB97M-V/def2-TZVPD

```
! wB97M-V def2-TZVPD RIJCOSX def2/J DEFGRID3
* xyz 0 1
C -4.04 -0.61 -0.39
C -3.91 0.64 0.11
C -2.88 -1.49 -0.57
C -1.75 -0.94 -0.04
C -2.62 1.15 0.54
C -0.46 -1.79 -0.25
C 2.17 1.52 -1.09
C 0.75 0.93 -1.35
C 2.14 0.95 0.31
C 0.97 0.09 -0.15
C 1.62 -1.73 1.18
N -1.59 0.32 0.42
N 0.75 -1.15 0.17
O -2.48 2.35 0.72
O -0.51 -2.93 -0.61
H -4.98 -1.21 -0.49
H -4.68 1.31 0.22
H -3.06 -2.47 -1.04
H 2.87 1.04 -1.66
H 2.34 2.61 -1.19
H 0.04 1.80 -1.29
H 0.67 0.48 -2.41
H 3.00 0.38 0.61
H 1.79 1.65 0.98
H 1.56 -1.20 2.14
H 1.45 -2.86 1.18
H 2.64 -1.82 0.80
*
```

## Properties
**Highest occupied orbital energy**: -7.11 eV
**Energy relative to the best compared isomer or geometry (same formula, charge and spin)**: 5.0071 eV
**Gap between HOMO and LUMO**: 6.15 eV
**Total energy**: -18672.994 eV

These are the natural (NBO) partial charges, in e, on atoms 1 to 6: number 1, C, carries -0.195; number 2, C, carries -0.278; number 3, C, carries -0.284; number 4, C, carries 0.052; number 5, C, carries 0.559; number 6, C, carries 0.682

---

# 3
Formula: C5H6BrClN2O3
Source: the OMol25 dataset
Level of theory: ωB97M-V/def2-TZVPD

```
! wB97M-V def2-TZVPD RIJCOSX def2/J DEFGRID3
* xyz 0 1
C 0.92 -0.38 -1.25
C -0.07 1.70 -0.50
C 1.98 -0.76 -0.46
C -0.64 -0.15 1.08
C -1.60 -0.67 0.14
N 0.58 1.02 -1.44
N 0.00 0.99 0.78
O 0.10 -1.07 -1.89
O -0.58 2.78 -0.49
O -0.43 -0.76 2.24
Cl 2.45 -2.46 -0.06
Br 3.05 0.45 0.58
H -2.36 0.04 -0.20
H -2.20 -1.43 0.57
H -1.17 -1.02 -0.75
H 0.55 1.55 -2.31
H 0.56 1.47 1.55
H -1.14 -1.33 2.41
*
```

## Properties
**Highest occupied orbital energy**: -7.59 eV
**Gap between HOMO and LUMO**: 7.18 eV
**Total energy**: -96967.653 eV

These are the natural (NBO) partial charges, in e, on atoms 1 to 6: number 1, C, carries 0.426; number 2, C, carries 0.781; number 3, C, carries -0.325; number 4, C, carries 0.753; number 5, C, carries -0.794; number 6, N, carries -0.619

---

# 4
Formula: C3H15NO3S
Source: the OMol25 dataset
Level of theory: ωB97M-V/def2-TZVPD

```
! wB97M-V def2-TZVPD RIJCOSX def2/J DEFGRID3
* xyz 0 1
N 0.69 1.65 -0.94
C 0.85 0.24 -1.30
C 1.24 -0.60 -0.09
C 1.01 -2.09 -0.24
S -0.71 -2.65 0.08
H 0.97 2.26 -1.69
H 1.23 1.90 -0.12
H -0.05 -0.13 -1.78
H 1.66 0.16 -2.01
H 2.30 -0.44 0.19
H 0.75 -0.24 0.82
H 1.50 -2.68 0.52
H 1.29 -2.51 -1.21
H -1.40 -1.71 -0.59
O -3.30 -0.04 -0.91
H -2.68 0.66 -1.17
H -3.48 0.24 0.00
O -1.93 2.38 -0.55
H -0.99 2.17 -0.40
H -2.14 3.10 0.08
O 1.13 -0.66 3.40
H 0.55 -1.08 4.04
H 1.52 0.07 3.87
*
```

## Properties
**Highest occupied orbital energy**: -8.60 eV
**Energy relative to the best compared isomer or geometry (same formula, charge and spin)**: 0.0000 eV
**Gap between HOMO and LUMO**: 9.10 eV
**Total energy**: -21822.162 eV

These are the natural (NBO) partial charges, in e, on atoms 1 to 6: number 1, N, carries -0.856; number 2, C, carries -0.215; number 3, C, carries -0.438; number 4, C, carries -0.497; number 5, S, carries -0.081; number 6, H, carries 0.372

---

# 5
Formula: C5H6BrNS
Source: the OMol25 dataset
Level of theory: ωB97M-V/def2-TZVPD

```
! wB97M-V def2-TZVPD RIJCOSX def2/J DEFGRID3
* xyz 0 1
C -1.06 1.64 -1.16
C -0.58 2.59 -0.30
C -0.06 0.30 0.24
C 0.00 -2.29 0.45
C 0.41 -0.89 0.77
N -0.80 0.41 -0.78
S 0.37 1.95 0.96
Br 3.10 -0.33 -0.24
H -1.66 1.74 -2.00
H -0.65 3.58 -0.53
H 0.83 -2.61 -0.27
H -0.94 -2.23 -0.10
H 0.17 -2.98 1.31
H 0.87 -0.87 1.65
*
```

## Properties
**Highest occupied orbital energy (alpha / beta)**: -8.17 / -8.70 eV
**Energy relative to the best compared isomer or geometry (same formula, charge and spin)**: 2.0856 eV
**Gap between HOMO and LUMO (alpha / beta)**: 5.75 / 6.56 eV
**Total energy**: -87647.653 eV

These are the natural (NBO) partial charges, in e, on atoms 1 to 6: number 1, C, carries -0.045; number 2, C, carries -0.369; number 3, C, carries -0.007; number 4, C, carries -0.716; number 5, C, carries 0.135; number 6, N, carries -0.365

---

# 6
Formula: C4H11NO2
Source: the OMol25 dataset
Level of theory: ωB97M-V/def2-TZVPD

```
! wB97M-V def2-TZVPD RIJCOSX def2/J DEFGRID3
* xyz 0 1
C 1.05 -0.49 1.93
C 1.26 0.52 0.95
O 1.54 0.30 -0.23
O 1.00 1.75 1.53
H 0.38 -1.37 1.53
H 0.98 -0.35 3.03
H 1.82 -1.39 1.77
H 1.21 2.48 0.89
C -2.45 -0.24 -0.53
C -1.67 -0.54 -1.83
N -0.33 -1.17 -1.65
H -3.43 -0.75 -0.41
H -2.60 0.85 -0.59
H -1.85 -0.27 0.40
H -2.30 -1.39 -2.06
H -1.80 0.08 -2.87
H 0.21 -0.95 -2.56
H 0.23 -0.68 -1.08
*
```

## Properties
**Highest occupied orbital energy**: -8.75 eV
**Energy relative to the best compared isomer or geometry (same formula, charge and spin)**: 2.9529 eV
**Gap between HOMO and LUMO**: 9.36 eV
**Total energy**: -9909.289 eV

These are the natural (NBO) partial charges, in e, on atoms 1 to 6: number 1, C, carries -0.794; number 2, C, carries 0.780; number 3, O, carries -0.616; number 4, O, carries -0.685; number 5, H, carries 0.292; number 6, H, carries 0.257